Record 1
Computed, not measured: a 4-piece molecular cluster, C24H49N2O3 overall, with ωB97M-V/def2-TZVPD.

Structure (XYZ):
```
78
Properties=species:S:1:pos:R:3
C -1.50973 1.51283 3.69084
C -2.00262 2.67135 2.82889
C -2.06106 2.31106 1.34882
C -2.38912 3.48560 0.42425
N -3.80179 3.82510 0.22456
N -4.67424 2.71458 -0.05055
C -5.41698 2.38299 1.11681
C -6.53574 1.38929 0.74575
C -7.80207 1.61825 1.51482
C -8.15513 0.83584 2.61792
C -9.30847 1.08522 3.35276
C -10.14676 2.13386 3.00250
C -9.81354 2.92101 1.90212
C -8.65837 2.66877 1.17566
H -1.59025 1.71571 4.75954
H -0.47244 1.27054 3.44442
H -2.09744 0.61705 3.47215
H -2.99237 2.98183 3.17438
H -1.33276 3.53114 2.95304
H -1.08948 1.87867 1.06848
H -2.80593 1.53379 1.18563
H -1.89770 4.38854 0.81808
H -1.95510 3.28112 -0.55918
H -4.12827 4.34906 1.04099
H -5.87916 3.28138 1.59807
H -4.86442 1.89637 1.97433
H -6.18974 0.37065 0.93768
H -6.70887 1.51089 -0.32441
H -7.50078 0.01776 2.89681
H -9.54644 0.45835 4.20398
H -11.04310 2.33402 3.57467
H -10.45981 3.74500 1.61757
H -8.39180 3.29576 0.33237
C 3.13183 -1.37426 4.38984
C 1.72173 -1.86621 4.67547
O 0.81640 -1.67213 3.61196
C 1.13668 -2.29641 2.38293
C 1.23744 -3.81016 2.45287
H 3.11701 -0.31903 4.11478
H 3.75287 -1.49382 5.27912
H 3.60371 -1.93047 3.57851
H 1.29605 -1.29936 5.50412
H 1.74378 -2.91920 4.98499
H 2.05540 -1.87372 1.96096
H 0.32556 -2.01525 1.71167
H 2.05046 -4.14046 3.10221
H 1.42797 -4.20610 1.45478
H 0.30673 -4.23790 2.82882
C 1.55969 -1.07198 -2.81699
C 1.93557 -1.07124 -1.34586
O 2.74413 -2.17023 -0.95246
C 3.99002 -2.28340 -1.61352
C 4.90862 -1.08892 -1.43036
H 1.04835 -1.99903 -3.07973
H 0.88954 -0.23726 -3.02296
H 2.43229 -0.96604 -3.46436
H 1.03662 -1.15373 -0.73576
H 2.41533 -0.12469 -1.07417
H 3.84695 -2.48049 -2.68210
H 4.45193 -3.17386 -1.18466
H 4.48920 -0.18138 -1.86531
H 5.85624 -1.28296 -1.93318
H 5.09972 -0.90284 -0.37197
C 7.39911 0.44810 -5.59232
C 7.19530 -0.77015 -4.70805
O 5.88139 -1.29410 -4.73677
C 5.40954 -1.73393 -5.99680
C 6.22993 -2.85434 -6.61269
H 6.69244 1.23491 -5.32683
H 8.41138 0.83243 -5.46197
H 7.26859 0.21540 -6.65000
H 7.35834 -0.49710 -3.66501
H 7.92895 -1.54731 -4.95376
H 5.32703 -0.89293 -6.69483
H 4.39592 -2.08419 -5.80118
H 7.24732 -2.53896 -6.84815
H 5.76330 -3.18300 -7.54197
H 6.28514 -3.70566 -5.93307
```

Summary:
HOMO in eV: -1.24
Total energy in eV: -34802.386
Energy above the lowest of the compared OMol25 structures with the same formula, charge and spin in eV: 0.000
Multiplicity: 1
Charge: -1
Max |F| in eV/A: 0.3

These are the Mulliken partial charges, in e, on atoms 1 to 5:
1 C -1.207
2 C -0.307
3 C -0.316
4 C -0.983
5 N -0.291

Record 2
Computed, not measured: a 5-piece molecular cluster, C24H49N4O14 overall in a non-equilibrium geometry, with ωB97M-V/def2-TZVPD.

Structure (XYZ):
```
91
Properties=species:S:1:pos:R:3
C 1.17586 3.84071 0.93428
C 2.08571 3.65974 -0.15764
C 2.20356 2.33277 -1.00796
O 1.34453 2.18760 -1.91319
O 3.22239 1.35785 -0.84048
C 2.78852 0.07900 -1.40547
C 3.83240 -1.10322 -1.06088
C 3.72222 -1.35274 0.51818
C 3.12488 -2.77188 0.93344
C 1.66445 -3.08554 0.37139
C 0.45927 -2.82688 1.38878
N 0.79703 -3.00267 2.83508
C 1.01353 -1.77194 3.53413
N 1.45369 -0.52785 2.96796
N 0.83580 -1.78879 4.86392
C 1.07343 -0.58708 5.71834
N 2.50192 -0.15403 5.78193
C 2.61871 1.30317 5.42853
H 1.27556 3.30047 1.92989
H 0.28727 4.54945 0.84437
H 2.72507 4.56002 -0.43909
H 2.69292 0.12302 -2.53182
H 1.79881 -0.14879 -0.87717
H 3.44375 -2.05042 -1.57615
H 4.88635 -0.84508 -1.39565
H 3.19570 -0.45652 0.96941
H 4.79701 -1.32706 0.92258
H 3.82265 -3.55602 0.46996
H 3.24631 -2.87843 2.05478
H 1.62786 -4.13286 -0.08694
H 1.49654 -2.37534 -0.51365
H -0.33337 -3.62136 1.15261
H -0.06249 -1.83257 1.15343
H 0.05480 -3.55538 3.29697
H 2.47110 -0.41056 2.98889
H 1.04537 -0.33545 2.04902
H 0.54325 -2.65400 5.33825
H 0.77377 -0.82847 6.79776
H 0.38907 0.23773 5.33896
H 3.07583 -0.67929 5.09982
H 1.99802 1.90164 6.17715
H 3.71414 1.62178 5.41832
H 2.20381 1.55624 4.40043
C 1.09109 4.09320 10.17314
O -0.26313 4.51503 10.01871
C -0.79291 4.23736 8.82054
O -0.23093 3.68216 7.90786
O -2.05577 4.68410 8.81250
C -2.75075 4.45551 7.58818
H 1.41195 4.36962 11.17703
H 1.17119 3.00919 10.07032
H 1.73669 4.59818 9.45205
H -2.82526 3.38604 7.38121
H -2.25928 4.97500 6.76331
H -3.75759 4.85710 7.69855
C -0.45114 4.13075 -2.78605
O -1.77858 3.89573 -3.26099
C -1.87814 3.81569 -4.59543
O -0.97062 3.92240 -5.38057
O -3.16478 3.59504 -4.90345
C -3.42052 3.48651 -6.30332
H -0.48849 4.17663 -1.69801
H 0.21124 3.31369 -3.07381
H -0.07225 5.08551 -3.15871
H -2.87530 2.64266 -6.73054
H -3.15869 4.41398 -6.81584
H -4.48801 3.30955 -6.43266
C 0.37177 -4.94130 -4.72237
O -0.44874 -3.79523 -4.49706
C 0.19029 -2.62389 -4.64275
O 1.35022 -2.48252 -4.93492
O -0.68777 -1.63907 -4.40501
C -0.14066 -0.32530 -4.52692
H -0.24783 -5.82644 -4.57770
H 0.75121 -4.94825 -5.74551
H 1.19454 -4.97360 -4.00520
H 0.21540 -0.15121 -5.54374
H 0.66243 -0.17401 -3.80298
H -0.93699 0.38768 -4.31367
C -3.35619 -3.60765 -4.26106
O -4.68017 -3.84681 -4.73814
C -4.77505 -3.92579 -6.07322
O -3.86505 -3.81431 -6.85503
O -6.05925 -4.15047 -6.38558
C -6.30997 -4.25814 -7.78622
H -3.39779 -3.56273 -3.17227
H -2.69142 -4.42170 -4.54720
H -2.97943 -2.65359 -4.63141
H -5.76043 -5.09948 -8.21254
H -6.04972 -3.32906 -8.29678
H -7.37639 -4.43871 -7.91925
```

Summary:
HOMO in eV: -11.11
Total energy in eV: -60296.385
Multiplicity: 1
Charge: +1
Max |F| in eV/A: 5.0

These are the Mulliken partial charges, in e, on atoms 1 to 5:
1 C -0.609
2 C -0.524
3 C 0.803
4 O -0.438
5 O -0.375

Record 3
Computed, not measured: C24H49NO28Tl as an isolated structure in a non-equilibrium geometry, with ωB97M-V/def2-TZVPD.

Structure (XYZ):
```
103
Properties=species:S:1:pos:R:3
Tl -2.06166 -1.47615 -1.44804
N -3.77690 1.77272 -2.32342
O -4.39829 0.71559 -2.28018
O -2.58464 1.74246 -2.06530
O -4.15618 2.78769 -2.88016
O -0.77027 0.04238 0.42390
H -0.28768 0.84018 0.71571
C 0.98813 1.79948 -2.28690
O 1.92287 0.86693 -2.85042
C 1.62554 -0.36242 -2.88217
O 0.64888 -0.83294 -2.33142
O 2.54421 -1.03612 -3.54960
C 2.47588 -2.48285 -3.62169
H 1.48774 2.76568 -2.35731
H 0.79043 1.57005 -1.23982
H 0.06914 1.87171 -2.86856
H 2.38331 -2.89511 -2.61692
H 3.36508 -2.84818 -4.13547
H 1.56108 -2.80034 -4.12213
C -0.95337 1.99728 7.32673
O 0.14637 1.96375 6.43995
C -0.00207 1.29850 5.32049
O -1.06175 0.95162 4.85685
O 1.20205 1.24275 4.76760
C 1.50051 0.54441 3.55416
H -1.85142 2.15826 6.73033
H -0.77204 2.91998 7.87796
H -1.14099 1.10137 7.91855
H 2.57707 0.67687 3.44657
H 1.00943 0.98297 2.68548
H 1.20499 -0.48755 3.74345
C -1.43860 -2.51547 -6.26185
O -1.39928 -1.10730 -6.50428
C -1.35165 -0.27094 -5.55837
O -1.32364 -0.60463 -4.37558
O -1.34537 0.92095 -6.10105
C -1.64125 2.10634 -5.27322
H -2.39052 -2.77082 -5.79629
H -0.66059 -2.66458 -5.51314
H -1.18415 -3.17505 -7.09149
H -1.41567 2.20376 -4.21128
H -2.73002 2.09985 -5.22178
H -1.31827 2.96575 -5.86076
C -0.44902 4.34137 -0.23069
O 0.86536 4.66328 -0.58931
C 1.67493 5.48460 0.07720
O 1.40566 6.25872 1.06849
O 2.88286 5.44523 -0.52051
C 3.88512 6.32419 0.00166
H -0.66698 3.31141 -0.51313
H -1.07940 4.96776 -0.86184
H -0.77397 4.43164 0.80582
H 4.57319 5.95939 0.76427
H 3.49789 7.30356 0.28271
H 4.47272 6.48511 -0.90218
C -2.83504 -5.93108 1.22672
O -2.42314 -5.02813 2.21147
C -2.36799 -3.75382 1.96587
O -2.59697 -3.15624 0.89036
O -1.95646 -3.25351 3.07062
C -1.81378 -1.79444 3.17009
H -2.22647 -5.77504 0.33600
H -3.86615 -5.79025 0.90257
H -2.85619 -6.95878 1.58933
H -2.68970 -1.18555 2.94621
H -1.00188 -1.41734 2.54823
H -1.56622 -1.52494 4.19683
C 1.83889 -1.61045 1.22294
O 2.21455 -2.88442 0.79328
C 1.32109 -3.63780 0.06860
O 0.15773 -3.30852 -0.27063
O 1.93663 -4.87948 -0.08471
C 1.24185 -5.86387 -0.81155
H 1.51413 -1.01451 0.37001
H 2.61930 -1.10719 1.79370
H 0.99799 -1.59429 1.91628
H 1.15215 -5.55041 -1.85165
H 0.21940 -5.80682 -0.43813
H 1.73154 -6.83768 -0.80963
C -5.76570 -1.48155 2.28184
O -5.24122 -0.18010 2.38866
C -4.32578 0.26021 1.51930
O -3.85101 -0.29356 0.52257
O -4.10657 1.60414 1.78897
C -3.23878 2.46190 1.12756
H -4.97403 -2.05559 1.80035
H -6.71756 -1.50746 1.75137
H -5.79824 -1.91286 3.28235
H -3.78275 3.32077 0.73445
H -2.75588 2.02074 0.25562
H -2.41005 2.84589 1.72242
C 3.40626 2.22966 0.47746
O 3.77893 0.92308 0.85769
C 5.07970 0.52574 0.39755
O 6.02628 1.25267 0.17788
O 5.04452 -0.83371 0.28487
C 6.11959 -1.57150 -0.14438
H 2.32410 2.23542 0.34710
H 3.91126 2.53064 -0.44040
H 3.59852 3.05104 1.16773
H 5.98349 -1.61634 -1.22492
H 6.09012 -2.56667 0.29932
H 7.08449 -1.13273 0.10972
```

Summary:
HOMO in eV: -12.71
Total energy in eV: -89176.489
Multiplicity: 1
Charge: +1
Max |F| in eV/A: 5.6

These are the Mulliken partial charges, in e, on atoms 1 to 5:
1 Tl 1.317
2 N 1.004
3 O -0.422
4 O -0.236
5 O -0.515

Q: max |F| of number 2 (C24H49N4O14)?
A: 5.0 eV/A